Entry P
The following is a DFT calculation (wB97M-V/def2-TZVPD) of a cluster of 18 separate species, H37O18 in total.

Last column: Löwdin charge in e.
Element x y z (Å)
O -0.653 1.177 0.005  -0.0683
H 0.846 2.365 0.208  0.2174
H -1.293 1.601 0.737  0.1255
O 1.700 0.010 -0.926  -0.0346
H -0.577 0.305 0.189  -0.0441
O 0.554 0.225 2.596  0.0113
H 0.774 -0.645 2.458  0.0065
H 1.061 0.532 3.312  0.0255
O -0.246 3.257 3.571  -0.1023
H -0.867 2.381 3.387  0.0928
H -0.848 3.889 3.292  -0.0318
O 3.928 1.137 2.797  0.0887
H 4.392 0.515 3.224  0.0015
H 4.122 1.923 3.052  -0.0565
O -1.465 -1.081 -1.665  0.0024
H -1.170 -0.430 -2.186  -0.0476
H -2.006 -0.692 -1.007  0.0336
O -3.803 -1.220 1.581  -0.0537
H -4.420 -0.659 1.925  -0.0919
H -4.502 -1.649 1.015  0.0841
O -5.462 0.664 1.763  -0.0322
H -5.984 0.677 0.998  0.0353
H -5.850 1.414 2.307  0.1177
O 2.407 4.928 -0.667  -0.0582
H 3.091 5.691 -1.047  0.1841
H 2.157 5.419 0.042  -0.0203
O -1.331 -3.521 2.436  -0.0419
H -2.270 -3.498 2.455  0.0034
H -1.032 -3.764 3.314  0.0348
O -0.542 1.135 -4.758  -0.1121
H -1.378 0.905 -5.271  0.0682
H -0.724 0.543 -3.937  0.0401
O -1.975 0.868 2.455  -0.1120
H -2.926 1.062 2.377  0.0452
H -1.956 -0.006 2.981  0.1110
O 1.319 2.644 -0.765  0.0617
H 2.195 3.037 -0.497  0.0607
H 1.434 1.606 -1.168  0.1753
O -2.062 -1.600 -3.951  -0.1158
H -1.157 -1.795 -4.344  0.0711
H -2.507 -2.482 -3.755  0.0849
O 3.081 -3.910 -2.775  -0.0391
H 3.950 -4.090 -2.416  0.0511
H 3.244 -4.490 -3.552  0.0826
O 1.208 -2.059 -2.658  -0.0309
H 1.675 -2.779 -2.638  -0.1196
H 0.388 -2.045 -2.011  0.0905
O 3.948 2.540 0.347  -0.1035
H 3.706 3.202 1.109  0.1001
H 4.690 2.011 0.709  0.0540
O -0.048 -4.718 -1.143  -0.0404
H 0.024 -5.486 -0.612  0.0174
H -0.774 -4.098 -0.990  0.0352
H 1.949 -0.545 -1.752  0.1059
H 1.985 -0.402 -0.151  0.0371

Computed properties:
Charge   +1
Highest occupied orbital energy   -12.601 eV
Frontier orbital gap   10.20 eV

***

Entry Q
The following is a DFT calculation (wB97M-V/def2-TZVPD) of a cluster of 18 separate species, H37O18 in total.

Last column: Löwdin charge in e.
Element x y z (Å)
O -3.996 1.602 1.898  -0.0659
H 3.221 0.895 2.380  0.0515
H 2.545 -2.858 -2.466  0.1567
O 2.522 -2.551 -1.444  -0.0452
H -4.904 1.148 1.953  0.1056
O 2.800 0.644 -0.036  0.0159
H 2.753 1.531 0.446  0.1203
H 3.297 0.247 0.830  0.1221
O 2.983 -1.210 1.792  -0.0636
H 3.433 -1.998 2.209  0.1229
H 2.349 -1.691 1.196  0.0768
O -3.050 4.083 -0.895  0.0183
H -3.838 4.384 -1.062  -0.0377
H -2.525 4.784 -0.457  0.0996
O -0.921 -1.350 1.952  -0.0170
H -0.786 -2.090 1.393  0.0012
H -1.850 -1.071 1.701  0.1249
O 0.414 0.017 0.346  -0.1091
H -3.131 1.882 -0.107  0.0354
H -0.319 0.733 0.105  0.1189
O -0.666 -2.861 -0.390  0.0063
H 0.119 -2.389 -0.541  -0.0111
H -0.484 -3.747 -0.230  -0.0116
O -2.673 -4.182 -3.299  0.0472
H -2.584 -4.798 -2.478  0.0855
H -3.742 2.157 2.609  0.0056
O -2.142 1.711 -0.201  -0.1628
H 1.720 0.117 -0.152  0.1636
H -2.156 2.209 -1.141  0.0945
O 5.636 -1.810 -0.854  -0.0148
H 5.605 -1.187 -0.254  -0.0763
H 5.680 -1.375 -1.791  0.1062
O -1.894 3.801 -4.269  -0.1608
H -1.698 2.775 -4.177  0.0851
H -2.151 4.188 -3.332  0.0602
O 3.349 1.883 2.228  -0.0563
H -2.895 -3.497 -2.933  -0.1416
H 3.762 2.314 2.977  0.0730
O -4.581 -0.564 -2.573  -0.1042
H -5.428 -0.390 -2.050  0.0723
H -4.314 0.112 -3.231  0.0411
O -1.622 -5.452 -0.270  0.0350
H -1.560 -5.726 0.598  0.0227
H -2.276 -5.827 -0.780  0.0062
O 4.870 0.863 -2.804  0.0201
H 5.471 1.495 -2.730  -0.0353
H 4.048 1.155 -2.404  0.0341
O -1.248 3.093 3.470  -0.0519
H -1.224 3.019 4.495  0.1387
H -1.378 2.260 3.041  0.0288
O 0.865 2.278 4.269  -0.1562
H 1.023 1.259 3.921  0.1151
H 0.205 2.652 3.641  -0.0573
H 0.011 -0.386 1.254  0.0656
H 3.354 -2.284 -1.351  -0.0983

Computed properties:
Charge   +1
Highest occupied orbital energy   -13.253 eV
Frontier orbital gap   10.30 eV

***

Entry R
The following is a DFT calculation (wB97M-V/def2-TZVPD) of a structure of composition H37O18.

Last column: Löwdin charge in e.
Element x y z (Å)
O -4.073 3.180 -0.946  -0.0307
H 4.001 0.986 2.045  0.0462
H 2.844 4.658 2.122  0.0781
O 2.545 4.321 1.272  -0.0171
H -3.435 3.084 -0.253  0.0218
O 3.485 3.025 -1.252  -0.0398
H 3.652 3.972 -1.234  0.0399
H -0.606 0.607 -1.525  0.0656
O 0.081 -4.598 -2.761  -0.0300
H -1.563 -2.653 -3.507  0.0682
H 0.594 -5.264 -3.199  0.0467
O -4.288 0.485 -2.982  -0.0643
H -4.623 0.965 -2.206  0.0236
H -4.954 -0.217 -2.897  0.0542
O 0.833 2.252 1.896  -0.0824
H 1.326 2.933 1.389  -0.0041
H 1.665 2.174 2.387  0.0125
O -4.327 -2.786 1.103  -0.0514
H -2.410 -0.044 0.588  0.0024
H 0.867 -0.777 -1.331  0.0499
O -0.377 -0.786 1.265  -0.0296
H 0.224 -0.670 2.018  0.0555
H -0.115 0.002 0.822  -0.0132
O 3.350 -3.206 1.657  -0.0558
H 3.399 -2.305 2.021  0.0185
H -0.144 -2.730 -3.833  0.0258
O 0.080 -0.266 -1.700  0.0836
H -3.492 -2.603 0.665  0.0193
H 0.345 -4.425 -1.857  0.0474
O 4.231 0.081 -2.566  -0.0466
H 3.606 0.734 -2.898  0.0281
H 4.858 0.645 -2.108  0.0321
O -5.132 0.350 3.339  -0.0469
H -5.301 -0.594 3.231  0.0316
H -4.762 0.337 4.214  0.0252
O 3.271 0.449 1.765  -0.0299
H 3.468 -3.606 2.531  0.0564
H 3.097 0.477 0.827  0.0270
O 2.443 -0.855 4.385  -0.0557
H 1.980 -0.128 4.821  0.0438
H 3.299 -0.434 4.282  0.0215
O 1.822 -1.745 -0.684  0.0019
H 2.681 -1.351 -0.861  0.0626
H 1.927 -2.176 0.175  0.0601
O -0.791 -2.085 -3.590  -0.0291
H -4.256 4.107 -1.109  0.0513
H -0.350 -0.820 -2.388  0.0771
O -3.191 -0.426 0.201  -0.0448
H 2.522 2.999 -1.321  0.0488
H -3.770 -0.615 0.951  0.0314
O -1.487 1.543 -1.755  0.0826
H -2.144 1.253 -1.109  0.0610
H -1.942 1.310 -2.587  0.1168
H -4.118 -3.318 1.876  0.0464
H 3.155 4.555 0.610  0.0062

Computed properties:
Charge   +1
Highest occupied orbital energy   -13.534 eV
Frontier orbital gap   10.75 eV

***

Entry S
The following is a DFT calculation (wB97M-V/def2-TZVPD) of a cluster of 18 separate species, H37O18 in total.

Last column: Löwdin charge in e.
Element x y z (Å)
O -1.587 -1.825 -0.279  -0.0406
H 1.785 2.291 0.931  0.0534
H 3.946 -0.495 0.809  0.0001
O 3.156 -0.094 0.813  -0.0074
H -1.127 -2.311 0.419  0.0403
O 0.262 -4.300 2.172  -0.0704
H 0.514 -4.651 3.022  0.0242
H 2.268 -1.182 -2.363  0.0441
O 0.428 -3.150 4.580  -0.0375
H 0.669 -2.625 5.368  0.0709
H -0.493 -3.188 4.731  0.0177
O 2.757 0.706 -1.553  -0.1031
H 3.597 1.017 -1.901  0.0677
H 2.889 0.503 -0.570  0.0010
O -0.898 0.396 -1.941  0.0572
H -1.107 0.484 -3.097  0.1667
H -1.559 -0.222 -1.681  0.0048
O -0.233 3.521 -2.176  -0.0929
H -3.268 -0.458 -1.298  0.0654
H 2.301 1.232 -5.471  0.0621
O -2.497 -4.225 2.854  -0.0936
H -2.409 -4.402 1.803  0.1179
H -1.589 -4.285 3.029  -0.0739
O 0.730 3.600 3.567  -0.0892
H 0.911 4.003 4.399  0.0320
H -0.234 -0.449 -1.831  0.1484
O 1.478 1.770 -5.254  -0.1619
H -0.802 3.743 -1.341  0.0928
H 1.838 2.405 -4.422  0.1420
O -2.471 -4.725 -2.754  0.0245
H -3.363 -4.696 -2.904  -0.0079
H -2.104 -5.021 -1.986  -0.0160
O -1.168 0.944 -4.507  -0.0538
H -1.169 0.508 -5.404  0.1213
H -0.923 1.948 -4.629  0.1384
O 2.605 2.561 1.342  -0.0250
H 0.406 2.645 3.833  0.0668
H 2.209 3.183 1.934  0.0127
O -1.112 -0.490 2.126  -0.1012
H -0.470 -1.089 2.618  0.0574
H -1.626 -0.052 2.885  0.0930
O 0.949 1.055 3.673  0.0006
H 1.853 1.270 3.525  0.0447
H 1.134 1.000 4.569  0.0343
O 1.312 -1.007 -2.407  -0.1648
H -2.067 -1.285 0.346  0.0217
H 1.426 0.103 -2.371  0.1142
O -3.259 0.025 -2.147  -0.0270
H 0.945 -3.613 1.986  0.0696
H -3.404 -0.452 -2.959  0.0698
O -0.786 5.111 1.314  -0.1236
H -0.186 4.427 1.698  -0.0054
H -1.072 5.477 2.241  0.0918
H -0.472 4.400 -2.451  0.0192
H 3.428 0.852 1.155  0.1065

Computed properties:
Charge   +1
Highest occupied orbital energy   -13.298 eV
Frontier orbital gap   10.66 eV

***

It is entry R that is most stable; the runner-up trails by 0.1441 hartree.

***

Entry P
The following is a DFT calculation (wB97M-V/def2-TZVPD) of a structure of composition C2H7N3S.

Last column: Löwdin charge in e.
Element x y z (Å)
C 1.138 -0.091 -0.345  -0.1316
C -0.298 -0.029 -0.310  -0.6199
H 1.706 0.679 0.398  0.1324
H 1.485 0.320 -1.269  0.0417
H 1.679 -0.999 -0.223  0.0669
H -1.822 -0.137 0.953  0.1690
H -0.292 1.576 2.345  0.0238
H 0.165 -0.099 2.906  0.1789
H -1.386 -1.135 -3.594  -0.0592
N -0.896 0.457 0.869  -0.0670
N 0.004 0.701 2.023  -0.0471
N -1.113 -0.158 -1.294  -0.3535
S -0.368 -1.085 -2.459  0.6656

Computed properties:
Highest occupied orbital energy   -7.808 eV
Frontier orbital gap   8.55 eV

***

Entry Q
The following is a DFT calculation (wB97M-V/def2-TZVPD) of a structure of composition C2H7N3S.

Last column: Löwdin charge in e.
Element x y z (Å)
C -0.906 2.331 -1.143  -0.4166
C -0.291 -0.750 1.195  -0.3114
H -0.293 3.221 -0.785  0.0527
H -1.867 2.288 -0.686  0.0184
H -0.963 2.731 -2.167  0.0457
H -0.604 -0.818 2.283  0.1101
H -0.032 -2.949 1.464  0.1978
H 2.669 -1.882 0.358  0.1832
H 0.877 -1.242 -1.016  0.1182
N -0.242 0.453 0.692  -0.3823
N 0.305 -2.029 0.809  -0.2410
N 1.373 -2.176 -0.155  -0.1478
S -0.025 0.823 -0.851  0.7732

Computed properties:
Highest occupied orbital energy   -7.778 eV
Frontier orbital gap   8.28 eV

***

It is entry P that is most stable; the runner-up trails by 0.1002 hartree.

***

Entry P
The following is a DFT calculation (wB97M-V/def2-TZVPD) of the molecule CHN3O3.

Last column: Löwdin charge in e.
Element x y z (Å)
C 0.530 0.032 -0.373  -0.1417
N -0.698 -0.052 -0.466  0.1861
N 1.738 -0.028 -0.283  0.0136
N -2.071 -0.403 -0.065  -0.4013
O -2.814 0.531 0.170  0.1030
O -2.246 -1.568 0.011  0.1313
O 2.800 0.762 0.039  0.0287
H 2.762 0.725 0.967  0.0802

Computed properties:
Highest occupied orbital energy   -10.137 eV
Frontier orbital gap   9.78 eV
SMILES   O=[N+]([O-])N=C=NO

***

Entry Q
The following is a DFT calculation (wB97M-V/def2-TZVPD) of the molecule CHN3O3.

Last column: Löwdin charge in e.
Element x y z (Å)
C 0.716 -0.014 0.304  -0.5814
H -0.325 -1.934 -0.447  0.1869
N -0.577 -0.146 0.163  -0.0760
N -1.081 1.121 -0.077  0.1178
N -0.137 1.945 -0.034  0.0923
O -1.157 -1.271 -0.488  0.0527
O 1.087 1.268 0.204  0.1061
O 1.474 -0.968 0.374  0.1017

Computed properties:
Highest occupied orbital energy   -10.849 eV
Frontier orbital gap   10.71 eV
SMILES   O=c1onnn1O

***

It is entry Q that is most stable; the runner-up trails by 0.1308 hartree.

***

Entry P
The following is a DFT calculation (wB97M-V/def2-TZVPD) of the molecule CHN3O3.

Last column: Löwdin charge in e.
Element x y z (Å)
C -0.192 0.986 -0.024  -0.4850
H 2.120 -0.830 0.602  0.2504
N 0.330 -0.280 0.185  -0.1300
N -1.957 -0.477 -0.143  0.1283
N -1.635 0.736 -0.167  0.1071
O 1.506 -0.830 -0.363  0.0189
O -0.691 -1.212 -0.002  -0.0504
O 0.519 1.906 -0.088  0.1605

Computed properties:
Highest occupied orbital energy   -10.412 eV
Frontier orbital gap   9.51 eV
SMILES   O=c1nnon1O

***

Entry Q
The following is a DFT calculation (wB97M-V/def2-TZVPD) of a cluster of 2 separate species, CHN3O3 in total.

Last column: Löwdin charge in e.
Element x y z (Å)
C 0.946 1.467 0.394  -0.0644
N 1.428 2.469 0.199  0.0698
N 0.079 -0.306 0.661  0.0295
N -1.064 -0.244 -0.146  -0.4415
O -1.811 0.664 0.057  0.1369
O -1.196 -1.176 -0.912  0.1029
O 0.928 -1.258 0.320  0.0294
H 0.689 -1.615 -0.573  0.1376

Computed properties:
Highest occupied orbital energy   -11.774 eV
Frontier orbital gap   9.06 eV

***

It is entry P that is most stable; the runner-up trails by 0.0950 hartree.

***

Entry P
The following is a DFT calculation (wB97M-V/def2-TZVPD) of the ion C4H12N2 with charge -1.

Last column: Löwdin charge in e.
Element x y z (Å)
N 1.491 -0.785 -0.998  0.0071
C 0.847 -0.720 0.332  -0.5325
C 0.556 -2.162 0.793  -0.1165
C -0.447 0.090 0.255  -0.3479
N -0.268 1.316 -0.497  -0.1630
C -1.483 2.104 -0.491  -0.4174
H 2.370 -0.281 -1.013  0.0213
H 0.892 -0.316 -1.668  0.0407
H 1.527 -0.316 1.071  0.0654
H 0.341 -2.269 1.854  0.0513
H 1.446 -2.724 0.516  0.0512
H -0.231 -2.602 0.179  0.0616
H -0.778 0.324 1.287  0.0671
H -1.239 -0.508 -0.192  0.1040
H 0.419 1.872 0.026  0.0155
H -2.305 1.565 -0.966  0.0512
H -1.809 2.361 0.530  0.0145
H -1.329 3.053 -1.016  0.0266

Computed properties:
Charge   -1
Highest occupied orbital energy (alpha / beta)   1.416 / -5.048 eV
Frontier orbital gap (alpha / beta)   2.81 / 9.25 eV
Multiplicity   2
Expectation value of S²   0.750

***

Entry Q
The following is a DFT calculation (wB97M-V/def2-TZVPD) of a structure of composition C4H12N2.

Last column: Löwdin charge in e.
Element x y z (Å)
C 1.211 -0.543 -1.699  -0.1492
C 0.501 -0.161 -0.422  -0.6423
C -0.337 1.245 -0.557  -0.1349
C -0.986 1.455 0.799  -0.3546
N -1.263 0.191 1.479  -0.0801
N 1.311 -0.195 0.773  -0.1770
H 1.663 0.359 -2.142  0.0512
H 1.814 -1.450 -1.543  0.0562
H 0.426 -0.847 -2.404  0.0458
H -0.287 -0.940 -0.330  0.0607
H -0.141 1.842 -1.500  0.0782
H 0.202 1.785 0.525  0.1147
H -1.784 2.168 0.741  0.0645
H -1.058 -3.209 0.809  0.0132
H -1.383 -2.614 0.774  -0.0012
H -1.616 0.491 2.432  0.0583
H -0.243 -0.162 1.685  0.0395
H 1.970 0.586 0.578  -0.0429

Computed properties:
Charge   -1
Highest occupied orbital energy (alpha / beta)   -1.323 / -1.702 eV
Frontier orbital gap (alpha / beta)   5.80 / 6.11 eV
Multiplicity   2
Expectation value of S²   0.757

***

It is entry P that is most stable; the runner-up trails by 0.1657 hartree.

***

Entry P
The following is a DFT calculation (wB97M-V/def2-TZVPD) of the molecule FH3P2S2.

Last column: Löwdin charge in e.
Element x y z (Å)
F 0.297 1.506 1.561  -0.3611
P -1.439 -0.352 0.358  0.6448
P 0.589 0.596 0.276  -0.2169
S 1.014 1.456 -1.368  0.1765
S 2.419 -0.612 1.056  0.3490
H -1.607 -0.817 1.624  -0.1643
H -1.034 -1.563 0.033  -0.1950
H 1.947 -0.569 2.302  -0.2329

Computed properties:
Highest occupied orbital energy   -9.510 eV
Frontier orbital gap   8.91 eV
SMILES   F[P@@](P)(=S)S

***

Entry Q
The following is a DFT calculation (wB97M-V/def2-TZVPD) of a cluster of 2 separate species, FH3P2S2 in total.

Last column: Löwdin charge in e.
Element x y z (Å)
F -2.883 0.588 -2.013  -0.4554
P -0.717 1.225 0.186  0.5431
P -2.292 -0.179 -0.548  0.0687
S -3.597 -0.416 0.797  0.1636
S 0.108 -2.535 0.454  0.3253
H -0.138 1.280 -1.162  -0.1187
H -0.042 0.077 0.581  -0.2702
H 0.004 -3.328 1.573  -0.2564

Computed properties:
Highest occupied orbital energy (alpha / beta)   -10.022 / -8.662 eV
Frontier orbital gap (alpha / beta)   7.66 / 5.81 eV

***

It is entry P that is most stable; the runner-up trails by 0.0954 hartree.